Record 1
20
Properties=species:S:1:pos:R:3:mulliken_charge:R:1 method="wB97M-V/def2-TZVPD" spin_multiplicity=1 homo_lumo_gap_ev=7.90 e_above_lowest_ev=1.785 charge=-2
C -0.8198 0.6378 0.1795 -0.25
C -0.1734 -0.6356 0.4760 -0.37
C 1.3333 -0.6185 1.0660 -0.36
O 1.2867 -1.0937 2.4054 -0.69
C -1.5854 0.7575 -1.1642 -0.67
O -1.1052 0.4879 -2.4004 -0.69
H -0.1111 1.4851 0.2770 0.30
H -1.6954 0.9182 0.8377 0.12
H -0.6282 -1.2458 1.2632 0.33
H -0.0520 -1.3721 -0.4828 0.07
H 2.0753 -1.1618 0.4495 0.25
H 1.4544 0.3582 1.1286 0.24
H -2.2830 -0.1450 -1.0087 0.08
H -2.1566 1.7359 -1.2763 0.37
H 4.0549 -2.5347 2.7169 0.16
H 2.1805 -1.7496 2.7383 0.42
O 3.0893 -2.7352 2.9839 -1.00
H -1.2049 3.0503 -3.4748 0.21
H -1.6313 1.3870 -3.0596 0.44
O -2.0281 2.4741 -3.6552 -0.96


Record 2
58
Properties=species:S:1:pos:R:3:mulliken_charge:R:1 method="wB97M-V/def2-TZVPD" spin_multiplicity=1 homo_lumo_gap_ev=7.20 charge=-1
C 0.2027 1.3820 2.3217 -0.94
Si -0.3186 0.0103 1.0906 0.95
C -2.0368 -0.7389 1.6148 -1.16
C 0.9383 -1.4557 1.3607 -0.98
P -0.3312 0.7013 -1.0641 -0.18
N 0.0130 2.3981 -0.5331 -0.85
I -2.7929 1.2142 -0.8686 -0.22
C 1.5379 0.4204 -1.2646 -0.83
C 2.0042 -0.9569 -1.8729 0.24
O 1.3295 -1.8450 -2.3911 -0.43
I 4.1927 -1.3322 -1.8399 -0.12
O -0.4558 1.2720 -2.7503 -0.33
N -0.5433 0.2433 -3.6250 0.14
O -1.6569 0.0775 -4.0243 -0.35
H -0.5449 2.2392 2.3423 0.27
H 1.2558 1.7883 2.1214 0.26
H 0.2647 0.8845 3.3631 0.27
H -1.8104 -1.4486 2.5023 0.29
H -2.4959 -1.3925 0.8077 0.30
H -2.7480 0.0540 2.0290 0.29
H 1.9796 -1.2055 0.9809 0.20
H 0.5076 -2.4231 0.9218 0.23
H 1.0054 -1.6211 2.4902 0.35
H -0.7023 -0.6420 -1.4058 0.28
H -0.7783 2.7503 0.0349 0.22
H -0.0145 3.0047 -1.3790 0.31
H 1.9293 1.2466 -1.9688 0.41
H 2.0430 0.6456 -0.2542 0.46
C -7.4589 6.4345 0.3385 -1.02
C -6.0774 6.8996 -0.0905 -0.31
O -5.0271 6.0972 0.4225 -0.43
C -5.0250 4.7302 0.0249 -0.20
C -4.8797 4.5360 -1.4732 -0.98
H -7.5066 6.3148 1.4234 0.28
H -8.2183 7.1553 0.0262 0.38
H -7.7112 5.4695 -0.1086 0.26
H -5.9107 7.9076 0.2987 0.32
H -6.0064 6.9710 -1.1811 0.29
H -5.9178 4.2219 0.4045 0.25
H -4.1697 4.2667 0.5225 0.25
H -5.7613 4.8979 -2.0108 0.30
H -4.7560 3.4771 -1.7102 0.29
H -4.0164 5.0880 -1.8531 0.24
C 4.0525 -5.3346 -0.0166 -0.99
C 5.4317 -4.7400 0.2090 -0.18
O 6.0861 -5.2503 1.3637 -0.44
C 6.3520 -6.6439 1.3722 -0.30
C 7.2748 -7.0905 0.2515 -1.02
H 3.4443 -5.2533 0.8872 0.28
H 3.5446 -4.8195 -0.8347 0.34
H 4.1128 -6.3953 -0.2763 0.29
H 5.3263 -3.6640 0.3665 0.21
H 6.0651 -4.8649 -0.6758 0.25
H 5.4150 -7.2108 1.3618 0.29
H 6.8336 -6.8588 2.3299 0.32
H 6.7965 -6.9856 -0.7257 0.26
H 7.5483 -8.1408 0.3776 0.38
H 8.1850 -6.4857 0.2361 0.28


Record 3
13
Properties=species:S:1:pos:R:3:mulliken_charge:R:1 method="wB97M-V/def2-TZVPD" spin_multiplicity=1 homo_lumo_gap_ev=8.65 e_above_lowest_ev=1.254
C -1.1252 -0.9567 0.9115 -0.12
C 0.1818 -1.2210 0.6152 -0.29
N 0.6819 -0.8298 -0.6534 -0.41
N -1.7236 -1.2887 2.1442 -0.55
H -1.6592 -0.4641 0.0612 0.26
H 0.8556 -1.6603 1.3431 0.22
H 1.6008 -1.2318 -0.8088 0.27
H 0.0504 -1.0866 -1.3566 0.33
H 0.6896 0.5270 -0.8069 0.22
H -1.0765 -1.4804 2.8751 0.24
H -2.3565 -0.4739 2.4982 0.26
S 0.8493 1.9607 -1.4465 -0.54
H 1.2605 2.3948 -0.2581 0.09


Record 4
88
Properties=species:S:1:pos:R:3:mulliken_charge:R:1 method="wB97M-V/def2-TZVPD" s2=2.0082 spin_multiplicity=3 homo_lumo_gap_ev="9.00 / 9.49"
C 7.0806 1.1856 0.6032 -1.22
C 7.0734 2.6337 0.1288 -0.30
C 6.8717 3.5954 1.2717 0.65
O 6.1162 3.3825 2.1942 -0.56
O 7.6192 4.7253 1.1649 -0.43
C 6.9773 5.9225 1.6010 -0.41
C 6.6394 6.8275 0.4207 -0.53
O 5.2405 7.1506 0.4669 -0.32
C 4.5067 6.6608 -0.5484 0.77
O 4.8315 6.6291 -1.7091 -0.55
O 3.2845 6.2314 -0.1338 -0.37
C 3.2791 5.4607 1.0484 0.79
F 3.1361 6.3136 2.1203 -0.36
C 2.1304 4.4900 0.9681 -0.34
C 1.7835 3.8690 2.3375 -1.21
H 6.3891 1.0300 1.4229 0.32
H 8.0648 0.8967 0.9570 0.34
H 6.8099 0.5031 -0.1947 0.36
H 8.0355 2.8436 -0.3264 0.29
H 6.2962 2.7908 -0.6117 0.32
H 6.0789 5.7319 2.1766 0.37
H 7.6637 6.4404 2.2611 0.35
H 7.1809 7.7614 0.5109 0.31
H 6.9243 6.3871 -0.5274 0.40
H 4.2100 4.9093 1.1700 -0.29
H 1.2542 4.9873 0.5698 0.37
H 2.4166 3.6870 0.2983 0.27
H 2.2517 4.4052 3.1516 0.50
H 2.0375 2.8162 2.3412 0.16
H 0.7129 3.9282 2.5017 0.33
C 0.7796 -2.8417 -0.6047 -1.83
C 1.4741 -1.8527 0.3554 1.98
C 1.2405 -2.2793 1.8053 -1.36
C -0.1867 -2.0229 2.2906 -0.30
C -0.5903 -0.5684 2.0523 -1.40
C -0.3857 -0.1172 0.6066 2.35
N 0.9873 -0.4588 0.1322 0.38
O 1.8472 0.3999 0.5745 -0.54
C -1.4564 -0.7545 -0.2946 -2.02
C -0.5921 1.3871 0.5072 -1.74
C 2.9619 -1.9264 0.0320 -2.05
H 0.6467 -2.3988 -1.5923 0.34
H 1.3939 -3.7333 -0.7265 0.52
H -0.1876 -3.1895 -0.2485 0.29
H 1.9353 -1.7380 2.4555 0.36
H 1.4839 -3.3393 1.9040 0.37
H -0.8893 -2.6991 1.7964 0.14
H -0.2516 -2.2471 3.3569 0.45
H -1.6371 -0.4213 2.3251 0.41
H -0.0018 0.0735 2.7164 0.32
H -1.2436 -0.5625 -1.3475 0.40
H -2.4340 -0.3272 -0.0720 0.48
H -1.5686 -1.8260 -0.1599 0.10
H 0.0566 1.9344 1.1876 0.14
H -1.6196 1.6421 0.7649 0.42
H -0.4022 1.7451 -0.5060 0.49
H 3.1569 -1.5942 -0.9889 0.45
H 3.2980 -2.9582 0.1254 0.44
H 3.5617 -1.3224 0.7100 0.41
C -7.4010 -4.0378 -0.5182 -1.77
C -6.1969 -3.0743 -0.4729 1.89
C -6.4650 -1.8571 -1.3583 -1.29
C -6.3830 -2.1641 -2.8529 -0.44
C -5.0565 -2.8392 -3.1974 -1.23
C -4.7655 -4.0733 -2.3435 1.79
N -4.9404 -3.7655 -0.8927 0.22
O -3.9074 -3.1340 -0.4432 -0.41
C -5.6704 -5.2421 -2.7745 -1.75
C -3.3370 -4.5435 -2.5943 -1.78
C -6.0676 -2.6314 0.9800 -1.86
H -7.1173 -5.0342 -0.1786 0.34
H -8.1883 -3.6793 0.1438 0.48
H -7.8537 -4.1230 -1.5034 0.30
H -5.7381 -1.0735 -1.1215 0.32
H -7.4491 -1.4526 -1.1128 0.36
H -7.2233 -2.7904 -3.1643 0.33
H -6.4745 -1.2350 -3.4182 0.39
H -5.0451 -3.1265 -4.2506 0.40
H -4.2484 -2.1124 -3.0645 0.28
H -5.5754 -6.0797 -2.0828 0.37
H -5.3713 -5.5918 -3.7622 0.45
H -6.7223 -4.9814 -2.8524 0.30
H -2.6070 -3.7565 -2.4144 0.22
H -3.2380 -4.8533 -3.6339 0.43
H -3.0876 -5.3943 -1.9589 0.47
H -5.8424 -3.4791 1.6288 0.45
H -7.0098 -2.1929 1.3061 0.46
H -5.2914 -1.8808 1.1149 0.28


no.,energy (a.u.),largest force on an atom (eV/Å)
1,-460.4318,5.46
2,-2227.5959,4.52
3,-588.6338,3.68
4,-1795.3336,1.86